Here is C41H96F6N7O7S2 as an isolated structure at a distorted geometry from the Open Molecules 2025 dataset. Energies are from the ωB97M-V functional and the def2-TZVPD basis.

Gap between HOMO and LUMO   9.33 eV
2S+1   1
Charge   +5
Electronic energy   -3923.57237 Ha

The geometry in XYZ format:
```
159
Properties=species:S:1:pos:R:3:forces:R:3:lowdin_charge:R:1
C 0.683356 -7.453193 -3.691372 0.6974 -0.8739 0.9124 -0.02
C 1.864781 -6.546305 -3.391011 -0.8024 0.8745 -0.3960 -0.29
C 1.524522 -5.087848 -3.686295 0.2760 0.6899 -0.9215 -0.20
O 0.153057 -4.803064 -3.554186 0.5019 -0.1403 0.5773 -0.18
C -0.140701 -3.463227 -3.875949 -0.9767 1.2679 0.2176 -0.09
N 2.184717 -6.687838 -1.926989 -0.9129 -0.7267 1.1770 0.22
H 2.353502 -7.661857 -1.645165 0.7138 0.0559 -0.3798 0.19
H 2.882474 -6.061722 -1.524202 0.3355 -0.1523 -0.3693 0.18
H 1.330166 -6.521573 -1.378689 -0.0754 0.4589 -0.3402 0.17
H 0.992029 -8.492949 -3.545353 0.0834 -0.0453 -0.5259 0.10
H 0.324989 -7.291312 -4.699966 -0.2265 -0.0480 0.0372 0.11
H -0.081437 -7.339282 -2.920928 -0.3556 0.4875 -0.4285 0.09
H 2.736109 -6.799573 -3.988998 0.2162 -0.2094 0.3470 0.16
H 1.827609 -4.894159 -4.725164 -0.0503 -0.1792 -0.0335 0.15
H 2.129784 -4.364012 -3.115896 -0.0229 -0.2375 0.2894 0.13
H -0.071332 -3.210048 -4.937509 0.1400 -0.4525 -0.0951 0.11
H 0.390405 -2.670602 -3.330318 0.6099 -0.5843 0.1635 0.08
H -1.165845 -3.260991 -3.556605 -0.1089 -0.3538 -0.2458 0.08
C 1.517476 3.286094 -7.731798 0.0433 -0.2577 0.9110 -0.01
C 2.522184 3.454139 -6.584630 -1.1341 0.2590 -0.4743 -0.30
C 1.885826 3.329409 -5.217551 -0.0978 -0.5442 0.1469 -0.20
O 2.880444 3.462681 -4.228993 0.6254 1.2256 -0.2450 -0.19
C 2.364057 3.687532 -2.916957 -1.1313 -1.9559 -0.4277 -0.05
N 3.540054 2.338063 -6.687099 1.6262 1.1332 0.3296 0.24
H 3.881394 2.110897 -5.745561 -0.5203 -0.3737 0.0852 0.16
H 3.207930 1.533286 -7.216472 -0.0853 -0.0866 0.1666 0.17
H 4.413209 2.673807 -7.109880 -0.2843 -0.0505 -0.5457 0.19
H 1.911708 3.666834 -8.668663 -0.0377 -0.1781 -0.1194 0.10
H 0.606041 3.823909 -7.475558 0.0195 0.1174 -0.1690 0.10
H 1.250170 2.227229 -7.775444 -0.1530 0.0517 -0.4139 0.09
H 2.966871 4.441427 -6.699476 0.6927 -0.2864 0.2258 0.17
H 1.458429 2.317663 -5.123702 -0.4156 0.1724 -0.0444 0.14
H 1.097463 4.076563 -5.110659 -0.0224 -0.0174 -0.0208 0.15
H 1.459061 4.298822 -2.865223 0.4125 0.5931 -0.4190 0.08
H 3.134864 4.028211 -2.237992 0.1587 0.0474 -0.1490 0.08
H 1.966619 2.688750 -2.668689 0.2740 0.1972 0.9271 0.08
C -1.065467 5.090606 -1.675472 0.3707 -1.0851 -0.0400 -0.03
C -2.073375 4.861368 -0.573863 0.4061 0.1037 0.4313 -0.29
C -3.446936 4.560515 -1.098244 -0.3847 1.5373 -0.8972 -0.21
O -4.374520 4.612504 -0.054502 0.6807 -1.4954 0.9625 -0.17
C -5.641658 4.048975 -0.355054 -0.7276 0.9187 -0.3559 -0.06
N -1.571784 3.706492 0.291623 -1.2133 -1.1767 -0.1042 0.20
H -1.297808 2.809774 -0.200657 0.4100 0.9953 -0.3156 0.09
H -0.853718 3.995410 0.947750 0.1349 -0.0410 -0.0709 0.15
H -2.381045 3.369633 0.828078 -0.0015 0.5081 0.3237 0.16
H -0.106777 5.416328 -1.273370 -0.0802 0.4372 -0.1133 0.09
H -1.424160 5.697094 -2.500890 -0.0214 0.4542 0.3094 0.11
H -0.877673 4.108069 -2.122253 0.0070 0.0773 -0.1140 0.04
H -2.133772 5.657176 0.169503 -0.1107 0.3164 -0.3425 0.16
H -3.418668 3.693152 -1.766955 -0.3600 -0.3323 0.5155 0.12
H -3.703926 5.402061 -1.761605 0.3068 -0.0977 -0.1958 0.16
H -5.570972 3.100532 -0.886712 0.0597 -0.0074 -0.0524 0.08
H -6.188491 4.802131 -0.932244 -0.0707 -0.3734 -0.3907 0.11
H -6.241818 3.936803 0.544511 0.4330 -0.1465 0.2818 0.10
C -3.127650 3.922633 7.956739 -0.1032 1.1757 0.6712 -0.08
C -2.224917 2.782853 8.391256 0.5735 -0.1463 0.4837 -0.22
C -1.543280 2.134982 7.198099 0.4499 0.2762 0.4083 -0.12
N -0.521998 1.052995 7.538964 -0.6544 -0.0080 -0.1897 -0.28
C -1.240013 -0.202055 8.011784 0.8235 0.1709 -0.2865 -0.09
C -2.179721 -0.759373 6.953622 -0.0995 -0.5360 1.0123 -0.15
C -1.458810 -1.061866 5.655200 0.6433 0.5340 -0.4137 -0.17
C -0.640086 0.151758 5.175760 -0.2031 -0.5875 0.2327 -0.17
C 0.231475 0.716353 6.295463 0.3376 0.1411 -0.8413 -0.13
C 0.430994 1.513295 8.604620 -0.3862 -0.9331 -0.5154 0.04
H -3.670162 3.767489 7.026265 -0.2461 -0.2704 0.1826 0.08
H -2.637232 4.898970 7.868367 0.6275 -0.4006 -0.4091 0.09
H -3.784340 4.192709 8.786878 -0.5078 -0.5386 -0.2746 0.09
H -2.750799 2.068706 9.031724 -0.3181 -0.1897 -0.4849 0.12
H -1.460209 3.148012 9.079252 -0.0353 0.3968 -0.1903 0.11
H -0.961855 2.884354 6.656461 -0.1294 0.0829 -0.0270 0.14
H -2.271240 1.701681 6.524308 0.0170 -0.0100 -0.0652 0.11
H -1.653476 0.031013 8.989577 -0.4725 -0.0193 -0.1780 0.14
H -0.455801 -0.942250 8.193070 0.0972 0.1026 -0.0081 0.15
H -3.060455 -0.132358 6.833978 -0.0803 -0.0770 -0.0987 0.12
H -2.492120 -1.693441 7.429208 -0.4132 0.0125 -0.2893 0.14
H -2.127808 -1.377246 4.855569 -0.1867 -0.0361 0.1578 0.11
H -0.730334 -1.866551 5.790046 -0.1897 -0.1412 0.2143 0.13
H -1.270611 0.929054 4.739926 -0.0536 0.0338 0.1314 0.11
H 0.018620 -0.181981 4.373665 0.1360 0.1216 0.0654 0.10
H 0.703476 1.607002 5.875597 0.0170 0.2523 0.5504 0.14
H 1.044657 0.046449 6.576059 -0.1749 -0.2187 0.0468 0.14
H 1.084870 0.667540 8.810320 0.2244 0.1420 -0.0654 0.12
H -0.159703 1.680686 9.495945 0.2468 0.4666 0.1039 0.11
H 0.979437 2.355929 8.197907 0.0041 0.2316 0.4118 0.12
C -5.264865 -2.907989 -4.555983 0.1425 -1.6173 -0.8561 -0.07
C -4.569403 -3.124190 -3.202148 -0.4671 1.2999 -0.6907 -0.22
C -5.560721 -3.630789 -2.183390 -0.4664 -0.7460 0.1972 -0.13
N -4.954920 -4.308670 -0.960231 0.1571 1.0756 -0.1414 -0.26
C -4.195568 -3.224638 -0.210692 0.2067 -0.4601 0.6113 -0.11
C -3.754723 -3.743336 1.136405 -0.7537 0.8975 1.2912 -0.17
C -4.940237 -4.162694 2.012256 0.4368 -1.1244 0.2830 -0.18
C -5.763806 -5.231412 1.289105 0.0304 -0.0719 0.7734 -0.16
C -6.118802 -4.805501 -0.121717 0.1410 0.1564 0.3352 -0.09
C -4.077336 -5.437939 -1.349820 0.5987 0.2708 0.2308 0.03
H -4.537262 -2.919974 -5.370162 0.1646 0.5333 0.1708 0.08
H -5.918934 -2.050065 -4.676515 0.0803 0.1334 0.3923 0.09
H -5.835189 -3.807966 -4.815798 -0.2895 0.1765 0.1788 0.09
H -4.254315 -2.115597 -2.932611 0.3240 -0.2329 0.4639 0.08
H -3.671930 -3.721690 -3.334386 -0.1552 -0.2735 0.0299 0.10
H -6.296093 -4.357425 -2.540029 0.3968 -0.1199 -0.5326 0.14
H -6.195766 -2.811213 -1.842767 0.2332 0.0446 0.3014 0.14
H -4.905079 -2.401730 -0.130348 0.0296 0.0172 0.2304 0.14
H -3.311068 -2.846713 -0.722012 -0.2687 -0.3784 -0.7370 0.12
H -3.283031 -2.943792 1.715843 0.3156 0.1372 -0.4943 0.12
H -3.024841 -4.551311 1.095017 -0.0281 -0.0282 -0.2934 0.12
H -5.548528 -3.357382 2.425234 0.0553 0.3069 -0.4975 0.12
H -4.477823 -4.633189 2.884109 -0.2866 -0.0009 0.1328 0.12
H -6.700883 -5.426858 1.815993 -0.1163 0.2498 -0.1248 0.14
H -5.246577 -6.183772 1.431483 0.1316 -0.0425 -0.7845 0.12
H -6.772839 -3.936540 -0.039243 -0.1999 -0.1279 -0.1395 0.15
H -6.603324 -5.595935 -0.691007 -0.0534 0.0608 -0.0573 0.15
H -3.187775 -5.028651 -1.823586 -0.1972 -0.0801 -0.3989 0.10
H -4.634035 -6.116966 -1.987861 0.1012 -0.0526 -0.0499 0.13
H -3.686373 -5.934509 -0.466150 -0.4898 -0.1878 0.1122 0.10
C 8.600024 -1.318499 -1.035393 0.1874 0.2465 0.3137 -0.07
C 7.567157 -0.199148 -1.274363 1.3126 0.1453 -0.1978 -0.23
C 7.079977 0.284502 0.070821 -1.6922 -0.8576 0.0074 -0.13
N 6.060074 1.410866 0.064908 0.1464 1.1301 -0.7166 -0.26
C 6.826306 2.682422 -0.281749 -0.1891 0.2083 -0.1169 -0.09
C 6.037839 3.952499 -0.051840 -0.9116 0.3529 0.4026 -0.15
C 5.472404 4.059060 1.349129 1.4847 -0.9770 1.5035 -0.17
C 4.712387 2.805025 1.769941 -1.4479 0.0451 -1.0070 -0.16
C 5.376346 1.488989 1.405469 1.4602 -0.2718 0.9375 -0.11
C 5.012981 1.221500 -0.988266 0.5670 -0.3823 -0.2432 0.01
H 9.572115 -0.899930 -0.772220 -0.0111 0.0646 -0.0973 0.09
H 8.732042 -1.912806 -1.934837 -0.0077 -0.1129 0.0664 0.08
H 8.335739 -1.952712 -0.186932 -0.2115 -0.1985 -0.2201 0.08
H 6.810942 -0.577710 -1.958689 -0.3650 0.1208 0.3215 0.11
H 8.113121 0.596563 -1.789204 -0.2254 0.0642 -0.1286 0.12
H 7.878476 0.579150 0.745411 0.0713 -0.0023 -0.0442 0.15
H 6.502665 -0.533208 0.515291 0.3487 -0.0953 0.2336 0.14
H 7.769545 2.639573 0.258308 -0.0589 0.1716 0.1576 0.15
H 7.026982 2.641813 -1.350218 0.2971 -0.3009 0.0551 0.13
H 6.674664 4.818781 -0.223626 0.0395 -0.1044 -0.3669 0.14
H 5.191181 3.969396 -0.745132 0.2304 0.2657 -0.2818 0.10
H 6.332177 4.070373 2.038882 0.1095 0.1756 -0.1697 0.13
H 4.957922 4.972479 1.635110 -0.3470 0.0151 -0.5984 0.13
H 4.549540 2.828822 2.846216 0.0214 -0.1969 0.0166 0.13
H 3.714879 2.787430 1.308088 -0.0186 0.2102 0.0786 0.11
H 6.156948 1.311359 2.153408 0.1694 -0.0287 -0.2134 0.14
H 4.749435 0.599469 1.444017 -0.3727 0.2534 0.0452 0.14
H 4.325381 2.057635 -0.979078 -0.1609 -0.1048 0.1674 0.09
H 4.506807 0.269753 -0.846584 -0.1587 0.1084 0.2075 0.11
H 5.530677 1.187032 -1.943090 -0.1199 0.0979 -0.0611 0.10
C -2.810144 0.489069 -2.485109 0.3457 -0.4354 -0.5871 -0.66
F -3.269824 -0.006792 -3.627674 -0.1695 0.2358 -0.0389 0.15
F -3.552565 1.515304 -2.097719 -0.0695 0.0323 0.0466 0.14
F -2.907371 -0.476863 -1.561682 0.2196 0.2478 0.0704 0.12
S -1.037301 1.017887 -2.777117 -0.9152 0.5855 0.4474 0.61
O -0.440158 -0.063407 -3.495208 0.4718 -0.4704 0.9938 -0.26
O -1.072326 2.251834 -3.497298 -0.2638 0.5042 0.4895 -0.28
N -0.659218 1.341741 -1.181209 0.2731 -1.0745 -1.3366 -0.32
S 0.268650 0.218320 -0.515761 1.2192 -0.1335 0.3212 0.58
O -0.105347 -1.144618 -0.764541 -0.3345 0.1367 0.1567 -0.29
O 1.676589 0.517399 -0.652628 -0.3500 0.2501 0.2115 -0.31
C -0.102211 0.485675 1.321613 0.2963 -0.4336 -0.9202 -0.66
F 0.882568 -0.033852 2.044248 -0.0150 -0.1447 -0.0941 0.14
F -0.202845 1.775942 1.669840 -0.2336 0.0835 -0.0359 0.12
F -1.233440 -0.151481 1.591134 -0.1914 0.2598 0.3706 0.14
```
Forces are in eV/Å.